a.
A 2-piece molecular cluster, C3H10NO2S overall. Source: the OMol25 dataset; level of theory: wB97M-V/def2-TZVPD.

ORCA input file:
```
! RIJCOSX wB97M-V def2-TZVPD def2/J DEFGRID3
* xyz -1 1
C 1.6609 0.0017 0.1234
C 0.4453 -0.2163 -0.7787
C -0.5215 -1.2827 -0.1452
O -1.7269 -1.2877 -0.7237
H -2.3888 -0.3302 1.8078
H -0.0007 -2.2659 -0.1605
H 1.4101 0.8284 0.7657
H -2.3583 1.2083 1.8860
S 3.1920 0.5112 -0.7686
H -1.2437 0.7480 -0.6443
N -0.2991 1.0369 -0.9201
H 1.9169 -0.8346 0.7774
O -2.7920 0.4293 2.2563
H 0.7895 -0.6254 -1.7245
H -0.4339 1.1902 -1.9131
H -0.5441 -0.9275 0.9382
H 2.8941 1.8165 -0.7761
*
```

The gap between HOMO and LUMO comes out at 6.211 eV. For the highest occupied orbital energy, the calculation gives -3.08 eV. Its molecular weight is 124.2 g/mol.

b.
A 2-piece molecular cluster, C3H10NO2S overall. Source: the OMol25 dataset; level of theory: wB97M-V/def2-TZVPD.

ORCA input file:
```
! RIJCOSX wB97M-V def2-TZVPD def2/J DEFGRID3
* xyz -1 1
C 1.4034 -0.2512 0.2289
H -1.0848 0.8492 1.2376
H 1.4056 -0.0825 1.3072
H 2.8087 1.7332 0.2233
C -1.0705 -0.0835 0.6053
H -2.9144 -1.4806 0.5823
H -0.1454 -0.4419 -1.2650
H 1.4978 -1.3045 -0.0200
S 2.9148 0.5507 -0.3813
H -0.4412 2.1361 -0.2000
H -0.7719 -0.9157 1.2792
O -3.4153 -2.3451 0.8325
H -0.4246 1.6404 -1.7592
N 0.0542 1.5618 -0.8746
H -3.4487 -2.7582 -0.0411
O -2.3102 -0.1335 0.0228
C 0.0515 0.1821 -0.3946
*
```

The gap between HOMO and LUMO comes out at 6.564 eV. For the highest occupied orbital energy, the calculation gives -3.41 eV. Its molecular weight is 124.2 g/mol.

b comes first in stability; the runner-up is 0.0086 hartree higher.

a.
C6H14N3O6P2S5SbY as an isolated structure. Source: the OMol25 dataset; level of theory: wB97M-V/def2-TZVPD.

ORCA input file:
```
! RIJCOSX wB97M-V def2-TZVPD def2/J DEFGRID3
* xyz -1 1
O -4.4052 -1.4408 -0.6132
C -1.9096 -1.5873 -1.4690
Y -1.1014 1.0009 1.1943
O -2.4587 -0.9926 1.0219
H -1.6649 -2.8731 0.1225
O -0.2587 0.5529 -0.9582
H -1.0854 -3.5163 -1.2932
H 2.8642 3.3553 0.0899
C 2.8876 2.3439 -0.2757
O -3.0757 0.7933 -0.6556
C 3.4971 1.4526 1.9740
S 0.1783 0.3834 3.3462
O 0.2048 -1.7156 0.0638
H 2.6437 1.9058 2.4749
N 3.1829 1.2861 0.5649
H -5.1315 -1.0130 -0.1394
H -2.4018 -0.6036 -3.2875
S 0.9127 3.9570 2.8446
H -3.3290 -2.0829 -3.0290
C 3.0827 0.1178 -0.1063
N 2.7680 0.4626 -1.3760
P -3.0159 -0.6544 -0.3428
Sb -0.5725 2.6211 3.9872
C -2.3415 -1.6282 -2.9216
N -1.8554 -2.9836 -0.8846
H -1.6056 -2.1534 -3.5313
H 2.2994 2.2965 -2.4035
H -2.7424 -3.4689 -1.0190
H 1.1877 -1.7137 0.2730
H 3.7212 0.4787 2.3971
S -2.5146 2.7023 2.5125
S -1.1325 2.7565 6.1654
C 2.6150 1.8276 -1.4906
P -0.1595 -0.9164 -1.2864
H 4.3565 2.1157 2.0775
O 0.6309 -1.3652 -2.4555
S 3.2730 -1.4711 0.4744
H 2.4560 -0.2296 -2.0456
*
```

The gap between HOMO and LUMO comes out at 6.084 eV. For the highest occupied orbital energy, the calculation gives -4.58 eV. Its molecular weight is 657.1 g/mol.

b.
C6H14N3O6P2S5SbY as an isolated structure. Source: the OMol25 dataset; level of theory: wB97M-V/def2-TZVPD.

ORCA input file:
```
! RIJCOSX wB97M-V def2-TZVPD def2/J DEFGRID3
* xyz -1 1
S 1.8023 -2.7445 0.5214
H -1.9379 3.4050 3.8858
H -0.9526 -0.0675 2.9337
O 1.1178 0.2539 2.1002
H 0.5930 0.4303 -4.9224
O -1.4192 3.4979 0.5443
H -0.8229 0.7409 4.3815
O -3.2367 2.2469 1.8442
Y 0.1225 -0.5427 0.1191
H 2.7918 2.5991 2.8455
C -0.8840 3.2611 3.6411
H 2.2205 -2.6706 -1.6437
S -1.3305 -2.0737 2.1270
S 1.5898 0.1880 -2.1514
H -0.2891 -0.8524 -5.7894
S -1.1864 -2.4011 -1.3623
C 0.8521 -2.8348 -4.4904
H -0.5319 4.1532 3.1262
H -2.2331 0.8637 3.4800
H -0.4945 3.3570 0.2494
H 1.7952 -4.4952 -3.3871
S -0.7406 -5.7913 0.7373
C -0.7229 2.0581 2.7271
C 1.4368 -1.3050 -2.9808
N -1.2070 0.8190 3.4414
N 1.9529 -2.4921 -2.6292
O -1.4962 0.9563 0.4111
O 1.8910 2.4740 3.1677
C 1.5610 -3.4561 -3.5273
H -0.8815 -0.2546 -4.2189
P -1.8835 2.1542 1.2633
P 0.9648 1.7554 2.0663
H 0.3638 -3.2163 -5.3680
H -0.2957 3.1494 4.5547
Sb -0.4116 -3.5746 0.5451
N 0.7935 -1.4949 -4.1471
C 0.0053 -0.4780 -4.8120
O 1.1035 2.3818 0.7166
*
```

The gap between HOMO and LUMO comes out at 7.154 eV. For the highest occupied orbital energy, the calculation gives -4.86 eV. Its molecular weight is 657.1 g/mol.

b comes first in stability; the runner-up is 0.0539 hartree higher.

a.
A 2-piece molecular cluster, CH3F2PS2 overall. Source: the OMol25 dataset; level of theory: wB97M-V/def2-TZVPD.

ORCA input file:
```
! RIJCOSX wB97M-V def2-TZVPD def2/J DEFGRID3
* xyz 0 1
H -0.6946 0.3234 -3.0286
P -1.0261 -0.1348 1.3391
C 0.4020 0.5692 -2.8700
S 1.1400 0.3947 -1.4388
F -1.9035 -0.3028 2.7076
S 0.4052 -1.6192 1.8087
F -0.1799 1.0637 1.9682
H 1.0458 0.8867 -3.6204
H 0.8112 -1.1809 3.1341
*
```

The gap between HOMO and LUMO comes out at 8.421 eV. For the highest occupied orbital energy, the calculation gives -9.10 eV. Its molecular weight is 148.1 g/mol.

b.
A 2-piece molecular cluster, CH3F2PS2 overall. Source: the OMol25 dataset; level of theory: wB97M-V/def2-TZVPD.

ORCA input file:
```
! RIJCOSX wB97M-V def2-TZVPD def2/J DEFGRID3
* xyz 0 1
H -2.0100 3.5633 -0.7467
P 1.8854 0.8189 -0.3909
C -2.4034 2.8066 0.0112
H -3.5187 2.9956 0.2316
F 2.7640 1.2150 -1.7472
S 3.5333 0.4307 0.7645
F 1.5209 -0.6979 -0.9118
H 3.1079 0.8488 1.9243
S -1.8941 1.4810 0.7633
*
```

The gap between HOMO and LUMO comes out at 8.375 eV. For the highest occupied orbital energy, the calculation gives -8.94 eV. Its molecular weight is 148.1 g/mol.

a comes first in stability; the runner-up is 0.0050 hartree higher.

a.
One molecule with the formula C4H7ClOS. Source: the OMol25 dataset; level of theory: wB97M-V/def2-TZVPD.

ORCA input file:
```
! RIJCOSX wB97M-V def2-TZVPD def2/J DEFGRID3
* xyz 0 1
Cl -2.5189 1.5303 -0.2630
C 0.2932 -0.6121 1.7376
C -1.0123 -0.2789 1.0815
H -1.3586 -0.8168 -1.5301
H 0.6089 0.2403 2.3383
O -2.0638 -0.7581 1.3999
C -0.9225 0.7153 -0.0875
H 1.0679 -0.8008 0.9997
H -0.6349 0.6399 -2.2235
H 0.3718 -0.4949 -1.3112
H 0.1656 -1.4754 2.3850
H 0.1587 2.6679 -0.8608
C -0.6140 -0.0386 -1.3737
S 0.3691 1.9723 0.2527
*
```

The gap between HOMO and LUMO comes out at 10.286 eV. For the highest occupied orbital energy, the calculation gives -9.69 eV. Its molecular weight is 138.6 g/mol.

b.
One molecule with the formula C4H7ClOS. Source: the OMol25 dataset; level of theory: wB97M-V/def2-TZVPD.

ORCA input file:
```
! RIJCOSX wB97M-V def2-TZVPD def2/J DEFGRID3
* xyz 0 1
H 1.4194 1.8444 1.1971
H -0.8517 -1.7460 -1.6326
S -0.4502 0.7412 -0.7949
C -1.6493 -0.5043 -0.2681
C -1.5766 -1.6448 -0.9131
H 1.2055 -0.8369 -0.1925
H -2.2712 -2.4561 -0.7218
H 0.2790 -0.5715 1.1841
H 2.6659 0.5842 1.0561
H 2.1985 1.4748 -0.4815
C 0.7285 -0.0801 0.3421
O -0.8321 2.1034 -0.2555
C 1.8647 1.0104 0.5366
Cl -2.7303 0.0811 0.9441
*
```

The gap between HOMO and LUMO comes out at 10.012 eV. For the highest occupied orbital energy, the calculation gives -9.32 eV. Its molecular weight is 138.6 g/mol.

a comes first in stability; the runner-up is 0.0831 hartree higher.

a.
An isolated ion of composition C5H12N2O and charge +1. Source: the OMol25 dataset; level of theory: wB97M-V/def2-TZVPD.

ORCA input file:
```
! RIJCOSX wB97M-V def2-TZVPD def2/J DEFGRID3
* xyz 1 2
H -0.2829 2.4973 -2.2864
N -0.3211 0.9118 -1.0049
H 0.3943 -1.4591 -1.6058
H -2.2121 -0.2698 -0.1420
H -2.8640 -0.5507 1.5411
C 0.4220 -0.0836 1.3003
H -0.1674 0.9243 -3.1185
H -1.5769 -1.5706 0.8975
H -1.0472 1.2403 0.8307
H 1.5659 0.9587 -0.1991
H 1.2383 1.5897 -2.3185
N -1.0052 0.3983 1.4394
O 0.7235 -1.3392 1.5624
H 2.0981 -0.7427 -1.7179
C -1.9895 -0.5634 0.8892
H 0.9971 0.5634 1.9801
C 0.7588 0.2245 -0.3183
C 0.1649 1.4991 -2.2439
H 1.6066 -1.6979 -0.3164
C 1.2533 -1.0300 -1.0910
*
```

The gap between HOMO and LUMO (spin up / spin down) comes out at 9.719 / 6.139 eV. For the highest occupied orbital energy (spin up / spin down), the calculation gives -14.86 / -14.24 eV. Its molecular weight is 116.2 g/mol. The expectation value of S² is 1.734.

b.
An isolated ion of composition C5H12N2O and charge +1. Source: the OMol25 dataset; level of theory: wB97M-V/def2-TZVPD.

ORCA input file:
```
! RIJCOSX wB97M-V def2-TZVPD def2/J DEFGRID3
* xyz 1 2
H 0.1461 1.8158 1.2563
N -1.5110 -0.4086 0.8907
O 1.3676 -1.3815 -0.5903
H -3.4994 -0.1647 0.4762
H -1.5560 -0.0387 -1.1226
C 0.2938 1.8064 0.1934
H 3.3196 0.5737 -0.0806
C -0.9960 -0.6994 -0.4477
H -0.9640 -0.7640 1.5980
H 2.5377 2.1277 -0.8369
H 0.6715 2.8094 -0.0456
C -2.8859 -0.8174 1.0820
N 1.1181 0.7254 -0.2668
C 0.5594 -0.5129 -0.3734
C 2.4742 1.0160 -0.7225
H -3.1487 -0.6954 2.1200
H -1.0956 -1.7708 -0.5300
H -0.7133 1.5863 -0.2199
H 2.6700 0.5652 -1.6920
H -3.2305 -1.9658 1.0412
*
```

The gap between HOMO and LUMO (spin up / spin down) comes out at 9.739 / 4.812 eV. For the highest occupied orbital energy (spin up / spin down), the calculation gives -13.32 / -13.16 eV. Its molecular weight is 116.2 g/mol. The expectation value of S² is 0.768.

b comes first in stability; the runner-up is 0.1179 hartree higher.

a.
A 2-piece molecular cluster, C6H8BrNS overall. Source: the OMol25 dataset; level of theory: wB97M-V/def2-TZVPD.

ORCA input file:
```
! RIJCOSX wB97M-V def2-TZVPD def2/J DEFGRID3
* xyz 0 1
Br -1.0691 4.6340 1.9183
C -1.3059 0.6222 1.9425
S -0.5628 -0.3622 -1.9274
C -0.0945 0.3052 2.4761
H -2.0560 1.2155 2.4586
N 0.7933 -0.4191 0.2979
C 1.0390 -1.1333 -2.4284
H -1.4494 1.6289 -0.0718
H 0.2777 0.3695 3.4562
H -2.5284 0.1433 0.3316
H 1.5778 -0.7597 -1.5771
C -0.3528 -0.0681 -0.2139
H 1.8603 -0.5554 1.9344
C 0.9707 -0.1395 1.6531
C -1.5286 0.5540 0.4571
H 1.2691 -0.8133 -3.4180
H 0.7924 -2.2180 -2.5982
*
```

The gap between HOMO and LUMO (spin up / spin down) comes out at 3.510 / 3.516 eV. For the highest occupied orbital energy (spin up / spin down), the calculation gives -6.81 / -6.81 eV. Its molecular weight is 206.1 g/mol.

b.
One molecule with the formula C6H8BrNS. Source: the OMol25 dataset; level of theory: wB97M-V/def2-TZVPD.

ORCA input file:
```
! RIJCOSX wB97M-V def2-TZVPD def2/J DEFGRID3
* xyz 0 1
C -0.0339 1.8217 -0.0607
H -1.2999 1.6744 1.5582
S 0.9656 -2.0423 1.1138
H -2.0919 0.9702 -0.0123
H 0.2143 -4.1083 0.0823
H -0.1987 -2.6767 -2.2240
C 0.1372 -2.3953 -1.2382
H -2.0778 2.6520 0.3182
H -0.2819 1.5658 -1.1646
C 0.9152 0.7267 0.4767
Br 2.8043 1.2270 -0.0260
C 0.3632 -3.1117 -0.0809
C 0.6209 -0.6580 0.0464
C -1.4387 1.7596 0.5261
H 0.8141 0.9105 1.6341
N 0.2462 -1.0525 -1.1234
H 0.3418 2.7371 0.1741
*
```

The gap between HOMO and LUMO comes out at 9.402 eV. For the highest occupied orbital energy, the calculation gives -9.22 eV. Its molecular weight is 206.1 g/mol.

b comes first in stability; the runner-up is 0.1079 hartree higher.